This record from the Open Molecules 2025 dataset describes C44H52F3N4O2TeY as an isolated structure at a distorted geometry. The level of theory is ωB97M-V/def2-TZVPD.

Geometry as XYZ:
```
107
C44H52F3N4O2TeY ωB97M-V/def2-TZVPD
Y 1.5519 -0.7529 1.5245
N 2.5406 -3.1220 5.4436
C 2.4538 -2.4897 4.2431
O 1.3585 -2.1020 3.8351
C 3.7262 -2.3094 3.4598
C 3.4425 -2.3451 1.9503
H 1.7052 -3.2551 5.9842
H 3.4199 -3.4494 5.7904
H 4.4577 -3.0534 3.8037
H 4.1258 -1.3239 3.7325
H 3.2410 -3.3916 1.6697
H 4.3636 -2.0601 1.4352
C 0.5851 2.9654 3.5178
C 0.7443 1.6159 2.8486
O 1.3140 0.6832 3.5167
N 0.3459 1.3797 1.6207
Te -0.0469 2.9246 0.1520
C -1.0271 4.7398 -0.7747
C -2.3851 5.0545 -0.6516
C -3.3569 4.1662 0.0899
C -2.8633 6.2426 -1.2117
C -2.0234 7.1349 -1.8648
C -2.5548 8.4093 -2.4724
C -0.6691 6.8274 -1.9361
C -0.1550 5.6514 -1.3965
C 1.3399 5.4030 -1.4904
C -1.3967 1.6370 -0.8520
C -2.3781 0.8783 -0.1866
C -2.5621 0.8443 1.3108
C -3.2357 0.0877 -0.9478
C -3.1556 0.0236 -2.3290
C -4.1101 -0.8293 -3.1229
C -2.1668 0.7630 -2.9617
C -1.2762 1.5577 -2.2501
C -0.2061 2.2977 -3.0225
H 0.8285 2.8756 4.5757
H -0.4307 3.3438 3.3925
H 1.2782 3.6748 3.0538
H -2.9630 3.9123 1.0768
H -3.5253 3.2272 -0.4422
H -4.3187 4.6659 0.2196
H -3.9215 6.4773 -1.1265
H -3.6142 8.5362 -2.2491
H -2.4384 8.4035 -3.5584
H -2.0193 9.2812 -2.0908
H 0.0088 7.5273 -2.4227
H 1.8293 6.2000 -2.0550
H 1.5599 4.4483 -1.9748
H 1.7995 5.3605 -0.4994
H -2.4166 1.8270 1.7617
H -1.8250 0.1777 1.7607
H -3.5633 0.4845 1.5610
H -3.9846 -0.5084 -0.4331
H -4.5270 -1.6266 -2.5055
H -3.6063 -1.2851 -3.9782
H -4.9401 -0.2298 -3.5078
H -2.0673 0.7053 -4.0420
H -0.1271 1.9018 -4.0355
H 0.7673 2.2014 -2.5372
H -0.4350 3.3657 -3.0891
C 5.2367 2.8212 0.2379
C 4.4449 2.3095 -0.7850
C 3.4838 1.3401 -0.4994
C 3.2633 0.8197 0.7884
C 4.0792 1.3771 1.7930
C 5.0433 2.3521 1.5350
H 5.9842 3.5801 0.0299
H 4.5777 2.6675 -1.8034
H 2.8798 0.9804 -1.3351
H 3.9529 1.0572 2.8271
H 5.6465 2.7501 2.3471
C -3.6560 -3.8993 2.8761
N -2.2275 -4.0992 2.8369
C -1.8279 -5.4327 2.4567
C -1.3894 -3.0063 2.3647
C -1.3024 -2.7358 0.8732
C -2.1893 -3.3649 0.0005
C -2.1377 -3.1198 -1.3706
C -1.2161 -2.2046 -1.8534
C -0.3485 -1.5805 -0.9591
C -0.3234 -1.8220 0.4190
H -4.1003 -4.5648 3.6239
H -4.1716 -4.0966 1.9238
H -3.8729 -2.8707 3.1696
H -2.0679 -6.1440 3.2556
H -0.7493 -5.4591 2.2938
H -2.3166 -5.7956 1.5382
H -0.3849 -3.1779 2.7410
H -1.7321 -2.0973 2.8685
H -2.9269 -4.0645 0.3758
H -2.8172 -3.6320 -2.0428
H -1.1675 -1.9797 -2.9168
H 0.3514 -0.8571 -1.3941
F 3.6392 -7.0148 -3.8346
C 2.3771 -6.8024 -3.4141
F 1.6044 -6.7561 -4.5168
F 2.0023 -7.8796 -2.7062
C 2.2737 -5.5352 -2.6212
C 1.7761 -5.5305 -1.3367
C 1.7116 -4.3152 -0.6665
N 2.1192 -3.1713 -1.1984
C 2.5903 -3.1923 -2.4420
C 2.6829 -4.3479 -3.1992
H 1.4410 -6.4434 -0.8648
H 1.2988 -4.2512 0.3368
H 2.9071 -2.2371 -2.8524
H 3.0631 -4.3247 -4.2124
```

## Properties
- ⟨S²⟩: 0.7619
- ΔE to the lowest compared entry with this formula, charge and spin: 0.878 eV
- Net charge: -1
- Multiplicity: 2
- E_HOMO (alpha / beta): -4.296 / -4.526 eV
- Calculated total energy: -73017.1073 eV
- LUMO (alpha / beta): 2.349 / 1.717 eV